Model w:
{"formula": "C5H13NOS", "method": "the ωB97M-V functional and the def2-TZVPD basis", "symbols": ["O", "C", "C", "N", "C", "C", "C", "S", "H", "H", "H", "H", "H", "H", "H", "H", "H", "H", "H", "H", "H"], "positions_angstrom": [[-1.82, 2.01, 0.79], [-1.72, 0.72, 1.40], [-0.30, 0.60, 1.98], [0.84, 0.83, 1.15], [1.27, -0.18, 0.18], [0.24, -0.59, -0.90], [0.82, -0.69, -2.28], [1.85, -2.19, -2.56], [-2.65, 2.01, 0.30], [-1.90, -0.05, 0.63], [-2.38, 0.64, 2.26], [-0.22, -0.35, 2.51], [-0.27, 1.38, 2.75], [0.78, 1.72, 0.66], [2.17, 0.21, -0.27], [1.61, -1.07, 0.73], [-0.53, 0.19, -0.89], [-0.28, -1.50, -0.57], [1.53, 0.10, -2.52], [0.06, -0.69, -3.06], [0.92, -3.12, -2.32]], "mulliken_charge": [-0.53, -0.43, -0.72, -0.32, -0.97, 0.05, -1.01, -0.22, 0.30, 0.31, 0.36, 0.37, 0.34, 0.29, 0.49, 0.30, 0.18, 0.32, 0.41, 0.38, 0.11], "homo_ev": -8.573, "orbital_gap_ev": 9.334, "e_lumo_ev": 0.76}



Model x:
{"formula": "C5H13NOS", "method": "the ωB97M-V functional and the def2-TZVPD basis", "symbols": ["C", "C", "C", "C", "C", "N", "O", "S", "H", "H", "H", "H", "H", "H", "H", "H", "H", "H", "H", "H", "H"], "positions_angstrom": [[1.71, -0.08, -1.04], [0.84, -0.61, 1.30], [0.60, -2.37, -0.53], [-3.21, 2.25, -0.26], [0.63, -0.85, -0.21], [-0.64, -0.28, -0.60], [-2.97, 2.01, 2.26], [-3.98, 2.15, 1.21], [1.71, -0.75, -1.94], [1.28, 0.97, -1.22], [2.64, -0.06, -0.56], [1.78, -1.08, 1.78], [0.09, -1.14, 1.88], [0.85, 0.48, 1.53], [0.75, -2.77, -1.60], [1.49, -2.77, -0.01], [-0.16, -3.00, -0.16], [-3.79, 2.12, -1.15], [-2.23, 1.91, -0.46], [-0.78, -0.41, -1.54], [-1.45, -0.71, -0.06]], "mulliken_charge": [-1.48, -1.59, -1.50, -0.45, 1.46, -0.56, -0.48, 0.38, 0.33, 0.32, 0.38, 0.34, 0.44, 0.33, 0.29, 0.35, 0.42, 0.29, 0.23, 0.23, 0.26], "homo_ev": -9.206, "orbital_gap_ev": 8.887, "e_lumo_ev": -0.32}



Model y:
{"formula": "C5H13NOS", "method": "the ωB97M-V functional and the def2-TZVPD basis", "symbols": ["C", "C", "C", "C", "C", "N", "O", "S", "H", "H", "H", "H", "H", "H", "H", "H", "H", "H", "H", "H", "H"], "positions_angstrom": [[-0.88, -2.24, 1.12], [-2.13, -0.22, 2.02], [0.35, 1.99, -1.09], [2.35, 0.85, -2.54], [-0.81, -0.87, 1.74], [0.24, -0.24, 2.04], [0.40, -0.62, -1.50], [1.32, 0.43, -1.06], [-1.56, -2.22, 0.27], [0.10, -2.57, 0.78], [-1.27, -2.95, 1.85], [-2.78, -0.91, 2.57], [-2.62, 0.03, 1.08], [-1.98, 0.68, 2.60], [-0.29, 1.99, -0.21], [1.03, 2.84, -1.05], [-0.25, 2.01, -1.99], [3.00, 1.67, -2.28], [2.94, -0.03, -2.78], [1.71, 1.10, -3.37], [1.11, -0.73, 1.81]], "mulliken_charge": [-1.18, -1.36, -0.90, -1.02, 0.99, -0.70, -0.60, 0.57, 0.28, 0.31, 0.39, 0.41, 0.30, 0.32, 0.25, 0.37, 0.32, 0.38, 0.33, 0.30, 0.25], "homo_ev": -9.050, "orbital_gap_ev": 9.857, "e_lumo_ev": 0.81}



model w wins, 30.2 kJ/mol ahead of the next structure.



Model w:
{"formula": "C5H13NOS", "method": "the ωB97M-V functional and the def2-TZVPD basis", "symbols": ["O", "C", "N", "C", "C", "C", "C", "S", "H", "H", "H", "H", "H", "H", "H", "H", "H", "H", "H", "H", "H"], "positions_angstrom": [[1.07, 3.51, -0.87], [0.38, 2.62, 0.07], [-0.23, 1.51, -0.51], [0.66, 0.45, -1.00], [-0.08, -0.91, -0.97], [0.16, -1.68, 0.34], [-1.12, -2.40, 0.78], [-1.15, -2.87, 2.58], [0.66, 4.38, -0.79], [-0.30, 3.21, 0.69], [1.19, 2.28, 0.71], [-1.02, 1.60, -1.13], [1.08, 0.74, -1.96], [1.48, 0.38, -0.29], [-1.13, -0.63, -1.04], [0.11, -1.58, -1.79], [0.94, -2.42, 0.12], [0.60, -1.11, 1.16], [-1.91, -1.66, 0.78], [-1.25, -3.29, 0.17], [-0.11, -2.11, 2.92]], "mulliken_charge": [-0.56, -0.42, -0.21, -0.80, -0.80, -0.65, -0.64, -0.24, 0.32, 0.40, 0.23, 0.21, 0.32, 0.41, 0.37, 0.50, 0.28, 0.41, 0.40, 0.35, 0.11], "homo_ev": -8.943, "orbital_gap_ev": 9.855, "e_lumo_ev": 0.91}



Model x:
{"formula": "C5H13NOS", "method": "the ωB97M-V functional and the def2-TZVPD basis", "symbols": ["C", "C", "C", "C", "S", "N", "C", "O", "H", "H", "H", "H", "H", "H", "H", "H", "H", "H", "H", "H", "H"], "positions_angstrom": [[-0.99, 1.51, -1.67], [0.24, 0.99, -0.93], [-0.31, 0.58, 0.53], [-1.35, -0.47, 0.55], [-1.72, -0.92, 2.34], [0.98, -0.12, -1.62], [2.11, -0.74, -1.04], [3.05, 0.18, -0.63], [-1.22, 2.58, -2.16], [-1.20, 1.01, -2.64], [-1.99, 1.49, -1.18], [0.91, 1.94, -0.62], [-0.50, 1.53, 1.12], [0.59, 0.25, 1.24], [-2.34, 0.10, 0.26], [-1.18, -1.55, 0.08], [-2.58, -1.91, 2.13], [0.30, -0.80, -1.82], [2.56, -1.58, -1.67], [1.89, -1.38, -0.08], [2.80, 1.05, -0.23]], "mulliken_charge": [-1.28, 0.28, -0.92, -0.31, -0.22, -0.34, -0.21, -0.56, 0.28, 0.34, 0.21, 0.12, 0.44, 0.37, 0.27, 0.28, 0.12, 0.27, 0.30, 0.23, 0.35], "homo_ev": -8.839, "orbital_gap_ev": 9.601, "e_lumo_ev": 0.76}



model w wins, 206.2 kJ/mol ahead of the next structure.



Model w:
{"formula": "C2H5NO3", "method": "the ωB97M-V functional and the def2-TZVPD basis", "symbols": ["N", "O", "C", "O", "C", "O", "H", "H", "H", "H", "H"], "positions_angstrom": [[-0.68, -1.75, -0.30], [0.36, -0.85, -0.56], [0.51, 0.53, 0.42], [1.71, 1.13, 0.38], [-0.45, 0.92, -0.64], [-1.65, 0.88, -0.33], [-0.68, -1.98, 0.69], [-1.57, -1.27, -0.49], [0.09, 0.27, 1.41], [2.36, 0.64, 0.90], [-0.01, 1.48, -1.48]], "mulliken_charge": [-0.37, -0.29, 0.11, -0.45, 0.03, -0.60, 0.24, 0.27, 0.37, 0.35, 0.34], "homo_ev": -9.153, "orbital_gap_ev": 9.566, "e_lumo_ev": 0.41}



Model x:
{"formula": "C2H5NO3", "method": "the ωB97M-V functional and the def2-TZVPD basis", "symbols": ["N", "C", "O", "H", "H", "H", "O", "C", "O", "H", "H"], "positions_angstrom": [[-0.60, -1.01, 2.00], [0.13, -1.24, 3.19], [0.20, -2.40, 3.59], [-1.24, -1.83, 1.77], [-0.88, -0.17, 1.82], [0.56, -0.49, 3.79], [1.19, 2.50, -3.81], [0.49, 1.55, -3.63], [0.35, 1.10, -2.40], [0.16, 0.98, -4.49], [-0.37, 1.01, -1.82]], "mulliken_charge": [-0.38, 0.09, -0.52, 0.25, 0.21, 0.36, -0.41, 0.21, -0.43, 0.30, 0.33], "homo_ev": -10.263, "orbital_gap_ev": 10.492, "e_lumo_ev": 0.23}



model x wins, 239.0 kJ/mol ahead of the next structure.



Model w:
{"formula": "C2H5NO3", "method": "the ωB97M-V functional and the def2-TZVPD basis", "symbols": ["N", "C", "O", "C", "O", "O", "H", "H", "H", "H", "H"], "positions_angstrom": [[1.49, -0.67, -0.68], [0.15, -0.43, -0.77], [-0.86, 0.88, -0.80], [-0.58, 0.23, 0.35], [-1.52, -0.60, 0.94], [0.23, 0.91, 1.27], [1.94, -0.27, 0.13], [2.01, -0.63, -1.55], [-0.35, -1.08, -1.48], [-2.31, -0.07, 1.11], [-0.21, 1.73, 1.49]], "mulliken_charge": [-0.41, -0.40, -0.54, 0.88, -0.46, -0.51, 0.25, 0.23, 0.34, 0.31, 0.31], "homo_ev": -9.580, "orbital_gap_ev": 10.322, "e_lumo_ev": 0.74}



Model x:
{"formula": "C2H5NO3", "method": "the ωB97M-V functional and the def2-TZVPD basis", "symbols": ["C", "O", "C", "O", "H", "H", "H", "H", "N", "O", "H"], "positions_angstrom": [[-0.64, 0.46, 0.53], [-0.31, -0.72, -0.30], [-1.41, -1.55, -0.48], [-2.49, -1.30, -0.26], [0.07, 1.30, 0.20], [-0.54, 0.18, 1.59], [-1.66, 0.82, 0.27], [-1.11, -2.48, -1.08], [2.80, 1.36, 0.04], [2.30, 0.27, 0.27], [3.00, 1.66, -0.78]], "mulliken_charge": [-0.61, -0.24, 0.11, -0.37, 0.18, 0.28, 0.35, 0.30, -0.03, -0.17, 0.21], "homo_ev": [-9.700, -9.697], "orbital_gap_ev": [9.059, 9.073], "e_lumo_ev": [-0.64, -0.62]}



model w wins, 292.9 kJ/mol ahead of the next structure.



Model w:
{"formula": "C2H4ClNO2", "method": "the ωB97M-V functional and the def2-TZVPD basis", "symbols": ["C", "C", "Cl", "N", "O", "O", "H", "H", "H", "H"], "positions_angstrom": [[0.95, 0.06, -0.75], [-0.20, -0.53, 0.02], [0.38, -1.56, 1.35], [-1.12, 0.60, 0.79], [-2.09, 0.94, 0.17], [-0.72, 1.01, 1.83], [1.54, 0.72, -0.11], [0.59, 0.61, -1.61], [1.58, -0.75, -1.09], [-0.91, -1.09, -0.59]], "mulliken_charge": [-1.13, 0.15, -0.16, 0.83, -0.54, -0.49, 0.34, 0.34, 0.32, 0.35], "homo_ev": -10.962, "orbital_gap_ev": 11.399, "e_lumo_ev": 0.44}



Model x:
{"formula": "C2H4ClNO2", "method": "the ωB97M-V functional and the def2-TZVPD basis", "symbols": ["O", "C", "C", "Cl", "N", "O", "H", "H", "H", "H"], "positions_angstrom": [[1.08, 1.24, 0.05], [0.28, 0.30, -0.08], [-1.18, 0.72, -0.07], [-2.33, -0.65, 0.02], [0.64, -1.00, -0.25], [1.99, -1.23, 0.08], [-1.38, 1.18, 0.91], [-1.48, 1.37, -0.91], [0.01, -1.66, 0.22], [2.37, -0.28, 0.02]], "mulliken_charge": [-0.65, 0.47, -0.26, -0.23, -0.14, -0.39, 0.24, 0.31, 0.27, 0.38], "homo_ev": -10.063, "orbital_gap_ev": 10.828, "e_lumo_ev": 0.76}



model x wins, 140.8 kJ/mol ahead of the next structure.



Model w:
{"formula": "C2H4ClNO2", "method": "the ωB97M-V functional and the def2-TZVPD basis", "symbols": ["C", "C", "N", "O", "O", "Cl", "H", "H", "H", "H"], "positions_angstrom": [[-0.94, -1.11, -0.04], [0.53, -0.74, -0.21], [-1.92, 0.18, 0.85], [-1.61, -2.05, -0.25], [-1.46, 1.36, 0.30], [-3.57, -0.04, 0.25], [0.91, -0.65, -1.30], [0.49, 0.27, 0.26], [1.11, -1.47, 0.31], [-1.59, 2.08, 0.92]], "mulliken_charge": [0.61, -0.74, -0.16, -0.38, -0.39, -0.11, 0.26, 0.29, 0.28, 0.33], "homo_ev": -9.132, "orbital_gap_ev": 9.854, "e_lumo_ev": 0.72}



Model x:
{"formula": "C2H4ClNO2", "method": "the ωB97M-V functional and the def2-TZVPD basis", "symbols": ["C", "C", "H", "H", "H", "H", "N", "O", "O", "Cl"], "positions_angstrom": [[0.26, 0.29, -0.29], [-1.25, 0.74, 0.18], [2.41, -0.39, 0.49], [-0.18, -1.80, -0.72], [-1.25, 1.15, 1.48], [-1.51, 1.87, -0.44], [0.74, -0.96, -0.26], [2.02, -1.32, 0.10], [1.10, 1.16, -0.37], [-2.36, -0.75, -0.16]], "mulliken_charge": [0.42, -0.28, 0.38, 0.34, 0.29, 0.30, -0.20, -0.39, -0.63, -0.24], "homo_ev": -9.245, "orbital_gap_ev": 9.648, "e_lumo_ev": 0.40}



Model y:
{"formula": "C2H4ClNO2", "method": "the ωB97M-V functional and the def2-TZVPD basis", "symbols": ["N", "C", "Cl", "C", "O", "O", "H", "H", "H", "H"], "positions_angstrom": [[1.01, -0.72, 0.29], [-0.23, -0.48, -0.34], [-1.50, -1.67, 0.05], [-0.73, 0.98, -0.10], [-1.88, 1.27, -0.12], [0.19, 1.92, 0.18], [1.45, -1.66, 0.08], [0.91, -0.83, 1.30], [-0.27, -0.48, -1.59], [1.05, 1.67, 0.25]], "mulliken_charge": [-0.60, 0.16, -0.18, 0.42, -0.49, -0.43, 0.27, 0.27, 0.26, 0.31], "homo_ev": -10.500, "orbital_gap_ev": 11.033, "e_lumo_ev": 0.53}



model y wins, 324.1 kJ/mol ahead of the next structure.